No. 1
The following is a quantum chemistry calculation of a 3-piece molecular cluster, C12H28Cl4N2O4P2S2 overall, from OMol25.

SMILES   CCN[C@@]1([PH2]=S)OS(=O)(=O)O[C@@]1(N)P(CC)CC.ClCCCl.ClCCCl
ΔE to the lowest compared entry with this formula, charge and spin   0.0 kJ/mol
Electronic energy   -4204.3293 hartree
LUMO energy   0.36 eV
Largest force on an atom   0.4 eV Å⁻¹

ORCA input file:
```
! wB97M-V def2-TZVPD RIJCOSX def2/J DEFGRID3
* xyz 0 1
C -2.10 -0.97 -0.09
C -1.15 -0.08 -0.89
N 0.20 0.07 -0.32
C 0.45 1.19 0.49
P 0.38 2.76 -0.65
S 1.58 4.27 -0.58
O -0.61 1.34 1.52
S -0.09 2.33 2.64
O -0.50 1.86 3.91
O -0.37 3.67 2.24
O 1.46 2.04 2.43
C 1.72 1.07 1.37
N 2.89 1.47 0.66
P 2.10 -0.56 2.28
C 0.49 -1.17 2.94
C 0.66 -2.42 3.83
C 2.56 -1.66 0.84
C 1.94 -3.06 0.88
H -2.54 -1.75 -0.71
H -1.57 -1.47 0.73
H -2.91 -0.40 0.36
H -1.57 0.92 -1.01
H -1.03 -0.48 -1.90
H 0.50 -0.78 0.15
H -0.98 3.05 -0.45
H 0.37 2.08 -1.88
H 3.70 1.46 1.27
H 3.05 0.86 -0.13
H 0.15 -0.34 3.56
H -0.28 -1.33 2.19
H 1.67 -2.50 4.23
H 0.45 -3.34 3.27
H -0.04 -2.38 4.66
H 3.64 -1.75 0.89
H 2.36 -1.21 -0.13
H 2.26 -3.62 1.76
H 2.25 -3.63 0.00
H 0.84 -3.02 0.87
Cl 2.53 0.37 -2.68
C 3.75 1.34 -3.54
C 3.34 2.79 -3.62
Cl 1.91 3.00 -4.67
H 3.88 0.90 -4.53
H 4.68 1.25 -2.99
H 4.14 3.38 -4.06
H 3.08 3.19 -2.64
Cl -5.93 -2.72 -2.88
C -6.63 -1.25 -2.14
C -5.75 -0.69 -1.05
Cl -5.68 -1.76 0.37
H -7.61 -1.51 -1.75
H -6.74 -0.51 -2.93
H -6.14 0.27 -0.72
H -4.73 -0.56 -1.41
*
```

***

No. 2
The following is a quantum chemistry calculation of C12H28N2NiOP2 as an isolated structure, from OMol25.

ΔE to the lowest compared entry with this formula, charge and spin   0.0 kJ/mol
Electronic energy   -2849.6752 hartree
⟨S²⟩   2.02
LUMO energy (spin up / spin down)   -0.16 / -0.15 eV
Largest force on an atom   2.2 eV Å⁻¹

ORCA input file:
```
! wB97M-V def2-TZVPD RIJCOSX def2/J DEFGRID3
* xyz 0 3
Ni -0.47 -0.93 0.18
H -1.25 -0.28 1.42
H -1.74 -0.13 0.82
P 0.52 -1.96 1.97
P -1.41 -0.76 -1.85
C -0.63 0.28 -3.13
H -1.22 0.24 -4.06
H -0.58 1.31 -2.77
H 0.39 -0.09 -3.34
C -1.62 -2.33 -2.77
H -2.22 -3.03 -2.17
H -2.11 -2.16 -3.74
H -0.63 -2.76 -2.93
C -3.11 -0.08 -1.88
H -3.07 0.95 -1.50
H -3.49 -0.08 -2.91
H -3.77 -0.68 -1.24
C 0.90 -3.74 1.82
H 1.33 -4.14 2.75
H -0.03 -4.27 1.58
H 1.60 -3.87 0.99
C 2.14 -1.34 2.57
H 2.03 -0.29 2.88
H 2.49 -1.94 3.43
H 2.88 -1.40 1.76
C -0.40 -1.96 3.56
H -1.39 -2.42 3.42
H 0.16 -2.53 4.32
H -0.53 -0.93 3.91
H -1.31 -2.28 0.36
H 0.35 -2.12 -0.44
N 0.84 5.54 0.54
C 0.12 4.39 0.62
O -0.96 4.33 1.21
C 0.72 3.19 -0.02
C 1.88 3.18 -0.80
C 2.35 1.96 -1.28
C 1.68 0.79 -0.93
N 0.60 0.79 -0.11
C 0.06 1.98 0.24
H 0.52 6.35 1.04
H 1.75 5.53 0.12
H 2.41 4.11 -1.07
H 3.21 1.84 -1.95
H 1.95 -0.21 -1.32
H -0.92 1.94 0.73
*
```

***

No. 3
The following is a quantum chemistry calculation of C12H28N4O4Rb as an isolated structure, from OMol25.

ΔE to the lowest compared entry with this formula, charge and spin   258.0 kJ/mol
Electronic energy   -1017.9647 hartree
LUMO energy   -2.69 eV
Largest force on an atom   4.5 eV Å⁻¹

ORCA input file:
```
! wB97M-V def2-TZVPD RIJCOSX def2/J DEFGRID3
* xyz 1 1
Rb -1.75 -0.93 -0.70
C -0.23 -5.84 -0.05
C 0.12 -4.67 -0.80
O -0.44 -3.57 -0.68
N 0.97 -4.87 -1.83
C 1.19 -3.99 -3.02
H -0.17 -6.76 -0.63
H -1.21 -5.73 0.42
H 0.58 -6.00 0.65
H 1.28 -5.81 -2.01
H 0.67 -3.03 -2.92
H 0.79 -4.42 -3.93
H 2.23 -3.70 -3.19
C 2.20 -1.21 -0.33
C 3.06 -0.08 -0.95
O 4.11 0.13 -0.35
N 2.37 0.77 -1.71
C 2.80 2.09 -2.04
H 2.29 -1.21 0.75
H 2.56 -2.22 -0.54
H 1.16 -1.08 -0.63
H 1.51 0.47 -2.16
H 2.14 2.83 -1.59
H 2.79 2.14 -3.13
H 3.82 2.27 -1.70
C 0.62 2.29 1.39
C -0.06 1.23 2.14
O -0.42 0.25 1.52
N -0.04 1.35 3.46
C -0.46 0.34 4.38
H 0.80 1.97 0.37
H 1.62 2.56 1.73
H -0.14 3.07 1.46
H 0.67 2.00 3.77
H -1.25 -0.19 3.85
H -0.87 0.71 5.31
H 0.43 -0.28 4.47
C -3.83 3.23 1.63
C -3.14 2.66 0.37
O -3.12 1.47 0.16
N -2.77 3.61 -0.51
C -2.15 3.38 -1.83
H -4.82 2.87 1.94
H -3.76 4.31 1.73
H -3.22 2.98 2.50
H -3.23 4.49 -0.33
H -1.66 2.43 -2.02
H -1.33 4.07 -1.68
H -2.69 3.65 -2.74
*
```

***

No. 4
The following is a quantum chemistry calculation of one molecule with the formula C12H28O4Si, from OMol25.

SMILES   CC(C)O[Si](OC(C)C)(OC(C)C)OC(C)C
ΔE to the lowest compared entry with this formula, charge and spin   48.0 kJ/mol
Electronic energy   -1064.6055 hartree
LUMO energy   0.89 eV
Largest force on an atom   3.5 eV Å⁻¹

ORCA input file:
```
! wB97M-V def2-TZVPD RIJCOSX def2/J DEFGRID3
* xyz 0 1
O 0.79 0.97 0.88
O 0.04 -0.52 -1.42
O -0.58 -1.37 1.03
O -1.72 0.87 -0.15
C 1.52 2.55 -0.96
C 2.13 2.90 1.49
C 1.23 -2.61 -1.28
C 2.12 -0.71 -2.71
C 0.01 -3.09 2.73
C -0.19 -0.57 3.20
C -4.10 0.96 -0.60
C -2.43 0.42 -2.34
C 1.14 2.27 0.51
C 1.34 -1.10 -1.42
C 0.16 -1.70 2.16
C -2.76 0.34 -0.88
Si -0.35 -0.01 0.12
H 0.75 2.11 -1.60
H 2.49 2.14 -1.12
H 1.62 3.60 -1.18
H 3.23 2.69 1.34
H 1.96 2.62 2.46
H 2.08 4.04 1.58
H 2.18 -3.02 -0.92
H 0.92 -2.93 -2.26
H 0.50 -2.93 -0.56
H 2.52 0.36 -2.63
H 1.49 -0.77 -3.62
H 3.05 -1.28 -2.76
H 0.77 -3.73 2.39
H -0.95 -3.55 2.54
H 0.10 -2.98 3.83
H 0.21 -0.77 4.13
H 0.05 0.42 2.88
H -1.30 -0.63 3.25
H -4.88 0.74 -1.33
H -4.43 0.72 0.43
H -4.01 2.09 -0.51
H -1.37 0.37 -2.56
H -2.79 1.38 -2.76
H -2.95 -0.32 -2.86
H 0.21 2.84 0.68
H 1.87 -0.67 -0.53
H 1.20 -1.48 1.83
H -2.87 -0.67 -0.51
*
```

***

No. 5
The following is a quantum chemistry calculation of C12H29B2O3PSn as an isolated structure, from OMol25.

Electronic energy   -1304.9819 hartree
LUMO energy   -10.46 eV
Largest force on an atom   1.1 eV Å⁻¹

ORCA input file:
```
! wB97M-V def2-TZVPD RIJCOSX def2/J DEFGRID3
* xyz 2 1
C -2.03 -3.08 -3.56
C -3.16 -2.36 -2.84
O -2.84 -0.95 -2.74
C -3.37 -0.29 -1.69
C -2.31 0.14 -0.68
C -2.86 0.74 0.63
C -1.82 0.91 1.72
C -0.73 1.94 1.33
B 0.72 1.30 1.35
B 1.16 0.25 0.09
O 0.61 -1.02 -0.04
O 1.98 0.73 -0.87
C 2.88 -0.17 -1.58
C 3.47 0.54 -2.78
P 1.90 1.84 2.79
C 3.52 2.00 1.94
C 2.18 0.47 4.00
C 1.79 -0.96 3.59
H -2.28 -3.29 -4.59
H -1.80 -4.02 -3.05
H -1.12 -2.47 -3.55
H -3.31 -2.78 -1.85
H -4.09 -2.48 -3.39
H -3.90 0.65 -2.17
H -4.20 -0.83 -1.20
H -1.76 -0.76 -0.43
H -1.60 0.82 -1.18
H -3.68 0.10 0.97
H -3.30 1.77 0.49
H -2.32 1.27 2.61
H -1.41 -0.07 1.97
H -0.93 2.31 0.31
H -0.77 2.81 1.98
H 0.67 -1.56 0.75
H 2.35 -1.06 -1.89
H 3.67 -0.46 -0.89
H 2.77 1.28 -3.16
H 4.42 1.01 -2.54
H 3.64 -0.18 -3.58
H 3.81 1.10 1.42
H 3.52 2.87 1.29
H 4.24 2.20 2.73
H 3.24 0.51 4.23
H 1.68 0.74 4.92
H 1.32 -1.46 4.43
H 1.09 -1.02 2.77
H 2.68 -1.55 3.36
Sn -3.72 2.47 -1.42
*
```

***

No. 6
The following is a quantum chemistry calculation of a 3-piece molecular cluster, C12H29BrN2O3P2 overall, from OMol25.

SMILES   CNCP(CNC)#P(O)Br.C1CCOC1.C1CCOC1
Electronic energy   -4066.5180 hartree
LUMO energy   0.58 eV
Largest force on an atom   2.1 eV Å⁻¹

ORCA input file:
```
! wB97M-V def2-TZVPD RIJCOSX def2/J DEFGRID3
* xyz 0 1
C -4.54 6.51 -1.63
N -3.63 6.30 -0.51
C -3.60 4.92 -0.04
P -2.28 3.93 -0.99
C -1.11 3.32 0.37
N 0.05 2.65 -0.20
C -0.26 1.28 -0.61
P -1.16 5.37 -2.24
O 0.44 4.89 -2.15
Br -1.76 4.80 -4.38
H -3.94 6.51 -2.55
H -5.28 5.71 -1.75
H -5.06 7.47 -1.60
H -3.76 6.96 0.23
H -3.32 4.84 1.02
H -4.56 4.41 -0.20
H -0.78 4.21 0.93
H -1.65 2.65 1.05
H 0.76 2.57 0.52
H -0.80 0.69 0.15
H 0.66 0.80 -0.92
H -0.91 1.32 -1.50
H 0.90 5.12 -2.96
C 1.10 -1.24 3.89
C 0.79 -2.52 3.13
C 0.77 -2.02 1.69
O 1.69 -0.93 1.62
C 2.06 -0.54 2.95
H 1.53 -1.41 4.88
H 0.19 -0.65 4.01
H 1.60 -3.24 3.26
H -0.14 -2.99 3.43
H -0.22 -1.65 1.42
H 1.06 -2.79 0.98
H 3.09 -0.86 3.12
H 2.02 0.55 3.03
C 2.93 -5.71 -2.19
C 1.86 -6.74 -1.86
C 1.81 -6.66 -0.34
O 2.16 -5.32 0.01
C 2.67 -4.64 -1.14
H 2.87 -5.33 -3.21
H 3.92 -6.15 -2.05
H 0.90 -6.42 -2.28
H 2.08 -7.74 -2.22
H 2.55 -7.33 0.11
H 0.83 -6.90 0.07
H 1.91 -3.93 -1.48
H 3.57 -4.09 -0.87
*
```